ORCA calculation (ωB97M-V with the def2-TZVPD basis set) on a cluster of 13 separate species, C52H78O39 in total.

Each line ends with the Mulliken charge.
Positions of all 169 atoms, in Å:
1 H -5.67090 0.11131 -2.78810  -0.100
2 H 6.69234 0.39759 1.35899  0.344
3 C 3.56896 5.49588 -5.11993  -0.361
4 H 2.60727 -1.47251 6.32161  0.324
5 H 5.43028 2.54440 -4.13847  0.436
6 H -5.65079 1.41045 -1.58379  0.052
7 O 8.49131 4.93536 1.84110  -0.623
8 C -5.39702 -3.47956 0.46914  -0.465
9 O 1.30054 6.69237 -1.59673  -0.426
10 H -1.42655 -3.22380 -3.86289  -0.271
11 C -6.31233 0.93684 3.98592  -0.374
12 H 0.85317 -1.87045 -0.35985  -0.845
13 O 3.61836 0.74315 2.39921  -0.156
14 C -1.27135 -4.74311 -1.13063  0.027
15 H 1.75026 -3.70696 -2.03850  -0.022
16 H 1.07924 -4.66738 4.51108  0.305
17 H 5.32737 -1.84030 5.15302  0.219
18 O -0.14423 0.77023 -1.12728  -0.388
19 H 1.73024 2.12642 -0.42753  0.226
20 H -5.34573 0.90678 4.48879  0.265
21 C 1.32097 5.41363 -1.11747  -0.255
22 H -5.32628 -4.02517 -0.47182  0.243
23 O -7.13491 1.94312 4.46701  -0.339
24 O -0.40404 -0.62181 0.61435  0.650
25 H 4.06969 3.25531 -3.36288  0.183
26 H -6.64874 -0.08652 4.15224  0.293
27 H 1.74467 4.72584 -1.84926  0.147
28 C -4.16771 -1.39576 -0.65614  0.262
29 C 0.20894 -4.82330 2.48341  1.663
30 C 2.23706 1.24093 -0.81112  -1.245
31 C 3.69274 -1.57112 6.33292  -1.595
32 O 1.49604 8.77372 -0.81695  -0.565
33 H -4.79218 -1.34281 -1.54796  0.142
34 C 5.17396 5.71439 -6.54905  0.644
35 O 3.43089 -1.46255 2.84574  0.003
36 H 1.28502 -0.34139 -2.04414  -0.508
37 O -0.49465 -3.85565 -1.03422  0.066
38 H -3.23962 -1.91987 -0.88431  -0.470
39 H 5.67424 4.03071 -3.50260  0.379
40 H -1.88441 -7.70924 -1.36201  0.258
41 H 0.52403 4.34292 1.21174  0.375
42 H -1.76002 -0.03919 4.95797  0.566
43 H -0.42445 -3.20875 1.35655  -0.448
44 H 1.72762 -0.89109 0.76420  -0.223
45 H -1.42740 -3.23802 -5.65366  0.367
46 O 3.31796 -1.00100 -3.43233  -0.329
47 O 6.50264 4.16411 2.95331  -0.418
48 H -2.66769 2.46181 -3.84571  0.371
49 H 0.27004 5.13601 -1.03657  0.357
50 H 4.59690 4.05144 2.29696  0.023
51 H -3.78156 -7.49331 0.33064  0.401
52 O -5.38600 3.19782 -3.82184  -0.404
53 H -1.32329 0.50690 -4.05814  0.438
54 H -2.75743 -6.51058 1.29492  0.236
55 H 2.73171 -2.92825 4.17013  -0.272
56 H 4.20533 -3.75178 -4.05549  0.392
57 O 5.90902 6.34474 -7.28553  -0.634
58 O -0.93445 4.85589 5.95484  -0.569
59 C -0.92997 0.39205 -0.06863  -0.100
60 C 5.39580 3.36719 2.58271  -0.023
61 H 1.80383 -2.09021 -4.24885  -0.310
62 H 3.31459 -1.98551 -5.21661  0.346
63 O -4.51112 -4.06367 1.45112  -0.374
64 C -3.06312 -5.91488 -1.63554  -0.445
65 O -5.42039 -2.68872 -4.07197  -0.646
66 O -4.21775 -1.88390 1.77190  -0.159
67 C 2.20240 -4.64539 1.33781  0.375
68 H -4.37711 1.35193 0.83250  -0.325
69 O 1.78754 -3.36413 1.48039  -0.062
70 O 1.86716 6.97165 0.47888  -0.373
71 C -1.64282 0.73419 4.19887  -1.216
72 C -1.30318 -0.57665 -3.94145  -0.509
73 H 5.25780 2.24145 0.79742  0.067
74 H 4.01041 -0.72263 6.93893  0.393
75 O 3.24890 -5.04493 0.85440  -0.630
76 C -2.73024 -7.30040 0.54422  -1.285
77 O -7.50722 3.78266 -3.73649  -0.580
78 H -3.53321 2.85365 -2.17749  0.382
79 C -7.34301 2.88616 3.57545  0.594
80 H 2.50726 5.41235 -5.35212  0.246
81 H -4.01255 -5.83918 -1.10549  0.061
82 O -0.99849 2.72982 5.45985  -0.430
83 H 0.07650 -5.97287 4.35726  0.413
84 H 2.23276 3.83419 1.38639  -0.093
85 H -5.86321 -1.36010 0.53766  0.095
86 C 6.07020 2.39686 1.50730  0.856
87 C -4.96995 -1.98476 0.53656  0.614
88 C -2.14382 -6.80837 -0.80593  0.404
89 H -0.59925 -4.24661 4.36340  0.382
90 H 3.64379 6.08901 -4.20852  0.269
91 H -0.66135 -5.11693 1.89647  -0.570
92 O 1.38383 -5.43847 2.03153  -0.411
93 H -2.68161 1.06264 4.16523  0.254
94 H -4.09414 0.40196 2.25255  -0.039
95 O 4.06087 -2.72454 -2.46215  -0.327
96 O 0.27233 3.99517 4.01558  -0.318
97 O 4.96517 -0.66969 -2.02271  -0.649
98 O -3.08290 -3.41339 3.06098  -0.533
99 C 4.27995 4.17320 -5.29316  0.675
100 C 1.53995 7.59153 -0.60593  0.505
101 O 4.08835 -0.15371 4.49861  -0.414
102 H 3.63335 3.40022 -5.70852  0.169
103 H -6.65169 0.88965 1.70318  0.306
104 C -3.85570 -3.11696 2.20158  0.414
105 H 6.16972 0.71017 3.07091  0.113
106 C -6.67013 2.92313 -3.54386  0.483
107 O -6.51794 2.62786 2.52473  -0.424
108 C 2.89114 -2.02254 -4.21291  0.224
109 H 0.37249 1.35980 5.05284  0.379
110 C 2.15364 -4.09950 -2.97193  -1.049
111 C 0.41732 -3.31802 2.04036  0.217
112 O 5.33966 4.53791 -6.20324  -0.326
113 C -0.49225 1.77501 4.53519  0.459
114 O -3.50098 -1.33166 -4.16674  0.048
115 H -2.40083 -1.12728 -5.80116  0.397
116 C -4.53846 1.33663 1.91038  -0.304
117 C 3.62111 -2.36915 3.87948  -0.104
118 C 1.54662 4.68110 1.37924  -0.984
119 C 2.06997 5.61694 0.19741  0.478
120 H 3.04969 0.89130 -0.17435  0.228
121 C 1.09276 0.13952 -1.08505  1.547
122 H 0.90689 2.10051 3.03243  0.103
123 C 7.45958 4.17995 1.97304  0.605
124 C -2.20557 -1.40579 -4.76558  0.119
125 C -4.20353 -2.45123 -4.35327  0.596
126 H 4.84318 2.90889 3.40288  0.184
127 C 0.87289 -0.87685 0.08792  0.911
128 O -1.09899 -5.90914 -0.48235  -0.366
129 H 2.63293 -5.03223 -2.67458  0.503
130 C -0.52407 3.96884 5.22297  0.442
131 C 0.04718 2.64665 3.42064  0.083
132 H -1.49197 -0.92113 -2.92470  -0.298
133 H -3.79848 -0.37763 -0.53290  -0.287
134 H 0.34876 -2.66089 2.90730  0.348
135 O -1.87385 1.06494 0.29521  -0.349
136 H 1.56530 5.38774 2.20894  0.528
137 O -2.38919 -4.74598 -1.79325  -0.124
138 O -3.35958 -3.42380 -4.83873  -0.432
139 O -8.25251 3.72378 3.58644  -0.577
140 C -5.97861 1.29111 2.46073  0.458
141 C -3.30355 2.18297 -3.00545  -0.777
142 C 4.89427 3.48803 -4.03668  -1.350
143 H 1.28036 -4.23665 -3.60964  0.283
144 H -6.39174 -3.66937 0.87237  0.309
145 H 7.74360 1.33858 2.40879  0.473
146 O 4.10812 6.26652 -6.09299  -0.338
147 H -1.50610 0.32014 3.19988  0.020
148 C -5.71500 1.19157 -2.64966  0.554
149 C 4.15479 -1.39131 -2.57569  0.855
150 C 0.15584 -4.94515 4.00287  -1.508
151 H -0.25058 -0.81924 -4.08735  0.020
152 H -3.19345 -6.43161 -2.58638  0.321
153 H 3.12978 5.46666 -0.00835  0.322
154 C 4.30840 -1.50579 4.95833  0.660
155 H 3.99981 -2.49838 6.81665  0.423
156 C -4.73590 1.93501 -3.57015  0.521
157 C 6.70283 1.09112 2.19983  -1.197
158 C -1.95869 -2.90904 -4.76058  0.150
159 H -4.14826 2.23321 2.39202  0.488
160 O -6.86759 1.68267 -3.12341  -0.377
161 H -0.65192 2.84401 2.60800  0.166
162 H 2.82411 1.58072 -1.66436  0.200
163 O 7.08075 3.32281 1.07777  -0.404
164 H 4.39574 -3.09419 3.62973  0.361
165 H -4.58444 1.46306 -4.54093  0.212
166 C 3.37538 -3.23944 -3.56888  0.112
167 H -2.66204 1.43601 -2.53790  -0.305
168 H -2.15378 -8.15607 0.89583  0.388
169 C 3.62132 -0.18563 3.19180  0.230

Atomic forces in eV per Å
0.01 0.06 -0.13
0.16 -0.58 0.43
-2.26 -0.31 1.38
-0.12 -0.33 -0.20
-0.43 -0.25 -1.05
0.55 0.20 0.19
-5.11 -3.59 1.28
0.48 0.29 1.37
0.11 2.06 -1.67
-0.41 -0.32 0.19
2.81 -1.56 -1.58
-0.08 -0.11 0.17
-0.84 -1.53 1.96
1.09 -1.25 1.48
0.39 0.65 -0.06
0.40 0.52 -0.60
0.52 0.92 -0.97
-2.00 0.25 0.25
0.13 -0.08 0.42
0.12 0.59 0.41
-0.71 -0.91 0.44
0.41 0.43 -0.09
-0.71 -0.74 1.79
-0.15 0.54 0.15
-0.04 0.19 0.23
-0.93 0.29 -0.17
0.49 0.06 0.19
0.40 -0.36 0.14
0.68 2.08 0.82
-0.65 -0.76 -0.38
-0.46 0.09 0.41
-0.06 -1.02 0.74
-0.07 -0.47 0.03
3.08 5.68 -4.66
-1.13 0.56 -1.59
-0.07 -0.17 0.13
0.56 1.36 -0.29
-0.11 -0.61 -0.05
-0.43 0.86 -0.04
0.88 0.35 -0.16
0.07 0.14 -0.11
0.80 -0.25 -0.08
0.87 1.13 -0.59
-0.57 0.42 0.63
-0.14 -0.09 0.12
-2.32 4.01 -2.15
1.54 1.13 1.09
-0.12 1.20 0.30
-0.12 -0.50 0.64
0.15 0.16 -1.29
-0.02 -0.77 0.29
0.59 -1.75 0.94
-0.61 -0.22 0.08
0.29 0.12 -0.07
-0.26 0.50 0.02
-0.90 -0.68 -0.74
-0.15 -0.81 0.41
2.24 -1.10 -2.48
-0.46 2.79 0.62
-0.09 -0.59 -0.41
-0.04 0.61 -0.26
-0.25 0.62 -0.19
0.68 -0.07 0.04
-1.23 -3.23 0.09
5.32 1.59 -1.17
-0.10 -0.44 -0.01
1.81 -0.65 0.53
-0.61 0.32 0.10
-1.30 0.59 -0.55
0.25 -0.11 2.17
0.70 0.29 0.04
1.40 -0.07 0.49
0.91 -0.37 -0.66
0.42 -0.12 0.00
-2.24 1.37 0.51
-0.21 0.55 -1.10
0.69 -1.95 0.60
0.91 0.89 -0.36
-2.58 1.45 -2.27
-0.18 -0.25 0.30
-0.11 0.61 -0.27
0.17 0.13 -0.16
-0.84 -0.02 -0.16
-0.11 0.02 0.72
-0.03 0.00 0.87
-1.47 1.22 3.66
0.06 0.59 -1.61
-1.01 -0.39 2.01
-0.37 -0.52 0.25
0.26 -0.74 0.63
0.07 -0.90 0.59
0.05 -1.65 -0.79
0.32 1.28 0.00
0.56 0.30 0.15
1.41 0.36 2.07
-1.21 -1.69 2.32
-1.51 -1.18 -0.21
-0.24 0.66 -0.24
1.44 -1.89 1.87
-0.33 2.40 -2.85
0.03 0.23 -1.61
0.04 0.28 -0.65
-0.05 -1.06 0.34
-0.67 -0.80 -1.12
0.00 0.31 -0.22
-2.27 4.06 -1.53
-0.09 2.14 -0.73
-1.58 -1.04 -2.97
-0.11 -0.77 -0.15
1.96 -0.26 -0.27
0.48 -2.24 0.54
0.15 -5.56 1.92
-1.55 -0.11 0.37
-1.80 0.43 0.66
0.58 0.49 -0.11
-0.94 -0.43 1.63
1.85 -0.49 1.28
0.95 1.87 -1.82
-0.79 -3.13 0.48
-0.49 -0.20 0.56
2.34 0.55 1.06
0.57 0.94 -0.12
2.91 3.69 0.49
-0.75 -0.68 -1.04
-3.24 -2.34 0.95
1.15 -0.58 0.50
1.89 -1.27 -2.24
1.08 -0.20 -0.56
-0.55 -0.38 -0.14
-1.58 1.24 0.63
-0.55 0.60 -0.40
-0.07 0.56 0.29
-0.42 0.16 0.72
0.34 0.29 -0.38
0.77 -1.53 -0.82
0.18 -0.84 0.56
-0.64 2.43 -1.34
0.83 0.76 0.55
3.32 -2.17 0.35
-1.67 1.24 0.17
-1.03 0.11 0.11
-0.03 0.27 0.25
0.41 -0.18 -0.48
-0.19 0.41 -0.20
-0.08 -0.14 0.28
-1.48 2.53 -0.56
0.37 -0.36 0.10
2.80 -1.07 -0.15
4.38 -0.12 3.24
-0.12 -0.19 -0.07
0.10 -0.29 -0.40
-0.41 0.52 -0.21
0.19 -0.01 0.36
-1.81 -0.07 1.46
-0.20 0.01 0.16
3.06 -0.96 0.56
-0.33 1.61 -2.21
-1.07 0.11 -0.47
0.73 -0.23 -0.18
-3.68 0.70 -0.54
-0.17 -0.35 0.01
-0.57 -0.27 -0.66
0.33 -2.28 -2.92
-0.38 -0.21 -0.74
-0.62 -0.42 0.01
-1.37 -2.34 2.22
-1.00 -0.96 0.05
-0.40 -0.01 0.11
2.22 0.55 -0.24

Output
Kohn-Sham gap: 0.3549 Ha
energy above the lowest of the compared OMol25 structures with the same formula, charge and spin: 1011.37 kJ/mol
E: -4962.50879 Eh
HOMO: -10.2 eV